Record 1
C5H10O | wB97M-V/def2-TZVPD

Geometry as XYZ:
```
16
Properties=species:S:1:pos:R:3:forces:R:3
C -0.3264 1.2377 -0.7459 0.008 0.155 -0.066
C -0.4516 -0.0922 0.0151 0.040 0.076 -0.021
C -1.6286 -0.9136 -0.5206 -0.071 -0.006 -0.044
C 0.7788 -0.9189 -0.0587 -0.850 -0.723 -0.764
C 2.0306 0.2559 1.4409 0.061 2.086 1.601
O 1.7980 -0.7948 0.7308 1.015 -0.243 0.016
H 0.5447 1.8124 -0.4171 -0.126 -0.055 -0.073
H -1.2169 1.8592 -0.6015 0.088 -0.079 -0.015
H -0.2106 1.0485 -1.8190 -0.033 0.015 0.136
H -0.6411 0.1419 1.0805 0.138 -0.066 -0.170
H -2.5559 -0.3311 -0.4841 0.141 -0.085 -0.008
H -1.7713 -1.8312 0.0605 0.027 0.165 -0.095
H -1.4520 -1.1963 -1.5660 -0.033 0.043 0.152
H 0.9470 -1.7156 -0.7593 -0.373 -0.286 -0.109
H 1.4019 1.1229 1.4149 -0.571 0.015 -0.414
H 2.7535 0.3151 2.2297 0.539 -1.012 -0.126
```
Positions in Å, forces in eV/Å.

Summary:
Max |F| in eV Å⁻¹: 2.6
DFT total energy in eV: -7391.0646
Total charge: 0
Lowest unoccupied orbital energy (alpha / beta) in eV: 0.913 / 0.924
Multiplicity: 1
Orbital gap (alpha / beta) in eV: 7.94 / 8.12
Energy above the lowest of the compared OMol25 structures with the same formula, charge and spin in eV: 3.701

=====

Record 2
C9H16N2O2 | wB97M-V/def2-TZVPD

Geometry as XYZ:
```
29
Properties=species:S:1:pos:R:3:forces:R:3
O 0.0132 1.2370 -0.2990 -0.223 0.511 -2.673
C 0.8370 0.4288 -0.1751 3.000 -4.941 1.605
C 0.5976 -1.0703 -0.0808 0.325 2.816 0.012
C 1.6502 -1.7906 0.2978 1.262 0.564 -0.427
N 2.9492 -1.2278 0.4901 2.008 -0.808 0.375
C 3.2235 0.0818 -0.0368 2.495 -1.611 0.949
O 4.3378 0.4393 -0.3559 -0.442 -0.320 0.386
N 2.1577 0.8640 0.0110 -3.101 2.448 -0.738
H -0.4558 -1.3469 -0.2182 1.132 -0.617 -0.131
H 1.4831 -2.8292 0.1963 0.676 -1.259 0.837
H 3.9045 -1.6780 0.9485 -3.832 1.030 -2.006
H 2.1028 1.8999 -0.1483 1.258 -1.388 0.011
C -1.7798 2.5991 0.0161 -1.149 0.356 5.377
C -2.7707 1.4700 0.4710 -1.186 -0.188 0.082
C -2.4611 0.0259 -0.1256 0.364 2.979 0.968
C -3.5629 -0.9524 0.2205 0.731 0.143 -2.521
C -3.2422 -2.3017 -0.4279 0.062 -2.582 0.903
H -0.7529 2.2985 0.2710 -2.230 1.768 0.808
H -1.7217 2.7977 -0.9649 -0.243 0.511 -3.767
H -1.9175 3.5509 0.5683 -0.712 -0.331 -0.326
H -3.8437 1.5813 0.1301 0.949 0.795 0.438
H -2.8279 1.4470 1.6324 0.245 -0.153 -1.875
H -2.3793 0.1674 -1.2221 -0.108 -0.264 0.402
H -1.4445 -0.0404 0.2355 -0.565 -1.292 0.199
H -4.4252 -0.4956 -0.3307 0.112 -0.569 1.046
H -3.6941 -1.1052 1.2699 -0.469 0.322 0.644
H -2.5938 -2.9562 0.4300 -1.361 1.602 -2.807
H -4.2379 -2.9119 -0.5492 1.997 0.945 -0.021
H -2.7027 -2.1877 -1.4726 -0.995 -0.467 2.250
```
Positions in Å, forces in eV/Å.

Summary:
Max |F| in eV Å⁻¹: 6.0
DFT total energy in eV: -16664.2641
SMILES: O=c1cc[nH]c(=O)[nH]1.CCCCC
Total charge: 0
Lowest unoccupied orbital energy in eV: 0.442
Multiplicity: 1
Orbital gap in eV: 9.84
Energy above the lowest of the compared OMol25 structures with the same formula, charge and spin in eV: 5.043

=====

Record 3
C8H13PS | wB97M-V/def2-TZVPD

Geometry as XYZ:
```
23
Properties=species:S:1:pos:R:3:forces:R:3
C -1.2022 -1.5282 -1.2697 3.516 -0.969 0.834
C -0.9037 -0.6379 -0.0128 2.181 0.067 -1.560
C -1.2785 -1.3530 1.2429 -0.598 1.906 2.903
C -1.5076 0.7617 -0.1351 0.296 2.493 0.688
P 1.0685 -0.4723 0.0212 -1.395 -0.483 -0.745
S 2.0350 -2.1879 -0.0600 -0.359 0.612 0.048
C 1.3431 0.7743 -1.3027 0.081 1.113 1.416
C 1.8493 1.8692 -0.6667 0.103 -1.898 -0.769
C 2.1129 1.7571 0.7494 0.981 1.085 2.814
C 1.6413 0.6409 1.3284 0.314 0.301 -0.030
H -0.6191 -1.1624 -2.1832 -0.772 -0.611 1.177
H -0.8344 -2.6394 -0.9813 -1.136 2.558 -1.068
H -2.2209 -1.4113 -1.4631 -1.797 -0.413 -0.445
H -2.4062 -1.1901 1.4851 1.897 -0.315 -0.285
H -0.6171 -0.8431 2.0924 -1.793 -1.195 -1.227
H -1.0609 -2.4103 1.2592 0.143 -0.194 -0.181
H -1.1492 1.5649 0.6886 -0.629 -2.062 -1.661
H -1.3950 1.3149 -1.1222 0.304 -1.069 1.031
H -2.5892 0.6871 -0.0198 -0.142 -0.087 0.218
H 0.9523 0.7514 -2.3218 0.517 -0.160 0.322
H 2.2516 2.7243 -1.0942 0.066 1.602 -1.381
H 2.7196 2.5886 1.3935 -1.637 -2.047 -1.885
H 1.8105 0.4014 2.3720 -0.141 -0.233 -0.214
```
Positions in Å, forces in eV/Å.

Summary:
Max |F| in eV Å⁻¹: 3.7
DFT total energy in eV: -28629.2744
SMILES: CC(C)(C)P1(=S)C=CC=C1
Total charge: 0
Lowest unoccupied orbital energy in eV: -0.321
Multiplicity: 1
Orbital gap in eV: 8.04
Energy above the lowest of the compared OMol25 structures with the same formula, charge and spin in eV: 0.263

=====

Record 4
C4H6N2O | wB97M-V/def2-TZVPD

Geometry as XYZ:
```
13
Properties=species:S:1:pos:R:3:forces:R:3
N 1.6025 0.4655 -0.4527 -0.116 0.835 -0.777
C 0.7096 0.2023 0.6202 0.740 -2.377 1.060
C -0.1237 -0.9169 0.5803 1.177 1.747 0.440
C -0.9191 -1.0758 -0.6597 -0.401 -0.174 0.431
N -1.8066 0.0715 -0.3644 0.677 -0.185 -0.909
C -1.1091 1.0554 0.0586 -2.856 1.678 -0.686
O -1.1840 2.2313 0.2378 1.292 -1.582 0.529
H 2.5567 0.2177 -0.2065 -0.217 -0.056 0.032
H 1.6065 1.4603 -0.6629 0.094 -0.101 -0.097
H 1.0111 0.5619 1.6031 -0.196 0.057 0.051
H -0.5070 -1.3444 1.5003 -0.125 0.139 -0.038
H -0.3349 -0.9326 -1.5710 -0.134 -0.075 0.098
H -1.5019 -1.9962 -0.6832 0.066 0.093 -0.135
```
Positions in Å, forces in eV/Å.

Summary:
Max |F| in eV Å⁻¹: 3.4
DFT total energy in eV: -9269.9349
SMILES: N/C=C\CN=C=O
Total charge: 0
Lowest unoccupied orbital energy in eV: -0.490
Multiplicity: 1
Orbital gap in eV: 8.53
Energy above the lowest of the compared OMol25 structures with the same formula, charge and spin in eV: 3.567

=====

Record 5
H4OS | wB97M-V/def2-TZVPD

Geometry as XYZ:
```
6
Properties=species:S:1:pos:R:3:forces:R:3
O 0.2240 -1.1439 -0.7768 -1.092 -0.176 0.434
H -0.1330 -1.6775 -0.0311 0.225 0.381 -0.893
H -0.4844 -0.4907 -0.9759 0.660 -0.811 0.091
S 0.4601 1.4422 1.0003 -0.164 0.209 0.147
H 0.4045 0.1294 0.7083 0.240 0.406 0.088
H -0.4711 1.7404 0.0752 0.129 -0.009 0.133
```
Positions in Å, forces in eV/Å.

Summary:
Max |F| in eV Å⁻¹: 1.2
DFT total energy in eV: -12947.2122
SMILES: O.S
Total charge: 0
Lowest unoccupied orbital energy in eV: 0.573
Multiplicity: 1
Orbital gap in eV: 10.19
Energy above the lowest of the compared OMol25 structures with the same formula, charge and spin in eV: 0.266

=====

Record 6
C2H7O | wB97M-V/def2-TZVPD

Geometry as XYZ:
```
10
Properties=species:S:1:pos:R:3:forces:R:3
O 1.5396 -0.3107 0.8548 1.327 -1.471 0.367
H 1.4294 -0.6811 1.7407 -0.582 0.743 0.415
H 1.9179 -1.1188 0.4638 0.062 0.573 -0.621
H 0.5099 0.1434 -0.2199 -2.576 -0.185 -1.982
C -1.0967 0.4162 0.2161 -0.983 -0.079 -0.351
C -0.7156 0.2340 -1.1938 3.585 -0.466 2.752
H -1.1371 1.3761 0.6732 0.041 0.666 0.026
H -1.4563 -0.3859 0.8279 -0.085 -0.431 -0.015
H -0.2705 1.0749 -1.6947 -0.511 0.224 -0.612
H -0.7206 -0.7481 -1.6681 -0.279 0.425 0.020
```
Positions in Å, forces in eV/Å.

Summary:
Max |F| in eV Å⁻¹: 4.5
DFT total energy in eV: -4230.1343
Total charge: 0
Lowest unoccupied orbital energy (alpha / beta) in eV: 0.474 / 0.453
Multiplicity: 2
Orbital gap (alpha / beta) in eV: 5.62 / 10.20
Energy above the lowest of the compared OMol25 structures with the same formula, charge and spin in eV: 2.542

=====

| no. | M (g/mol) |
| --- | --- |
| 1 | 86.1 |
| 2 | 184.2 |
| 3 | 172.2 |
| 4 | 98.1 |
| 5 | 52.1 |
| 6 | 47.1 |